1.
Here is 22 unconnected molecules or ions with the total composition C13H58BNO29 at a distorted geometry from OMol25. Energies are from the ωB97M-V functional and the def2-TZVPD basis.

Results
Orbital gap ... 6.70 eV
Total charge ... -2
Lowest unoccupied orbital energy ... 0.130 hartree
Energy ... -2792.015196 Eh
E_HOMO ... -3.157 eV

Positions of all 102 atoms, in Å:
C  -3.223  0.569  -0.459
C  -1.856  0.563  0.246
C  -1.519  -0.981  0.291
C  0.011  -1.361  0.602
C  0.799  -0.609  -0.421
C  0.524  0.925  -0.416
N  -0.907  1.254  -0.629
O  -1.293  2.715  -0.892
C  1.278  1.543  -1.562
C  1.104  1.582  0.954
C  -1.875  1.066  1.703
H  -3.837  -0.058  0.187
H  -3.150  0.136  -1.457
H  -3.696  1.550  -0.496
H  -1.661  -1.340  -0.729
H  -2.252  -1.438  0.955
H  0.165  -2.431  0.459
H  0.151  -0.994  1.619
H  0.492  -1.012  -1.386
H  1.864  -0.842  -0.413
H  0.855  1.243  -2.521
H  2.297  1.158  -1.598
H  1.210  2.612  -1.762
H  0.751  2.612  1.006
H  2.178  1.767  0.957
H  0.820  1.090  1.885
H  -2.852  0.810  2.112
H  -2.013  2.146  1.752
H  -1.221  0.542  2.399
O  4.958  -3.746  6.378
C  4.580  -4.416  5.443
O  3.901  -3.972  4.327
B  3.814  -5.038  3.390
O  4.497  -6.237  4.045
C  4.968  -5.876  5.284
O  5.633  -6.615  5.997
O  4.405  -4.838  2.056
C  3.507  -4.751  1.119
O  3.593  -4.552  -0.067
C  2.148  -4.934  1.846
O  2.376  -5.225  3.071
O  1.041  -4.881  1.347
O  -4.387  1.312  4.649
H  -5.147  1.524  5.191
H  -4.649  1.557  3.762
O  -4.777  -3.078  -0.310
H  -5.123  -2.687  -1.112
H  -3.847  -3.214  -0.492
O  -1.357  4.783  -3.227
H  -1.421  3.914  -2.830
H  -2.114  4.835  -3.811
O  5.254  0.974  -1.176
H  5.849  1.536  -1.672
H  5.213  1.375  -0.308
O  5.340  1.896  1.549
H  4.644  1.394  1.973
H  5.615  2.531  2.210
O  -4.984  1.991  1.959
H  -4.562  2.752  1.561
H  -4.383  1.266  1.788
O  0.795  3.026  -4.700
H  0.267  3.730  -4.324
H  0.382  2.222  -4.386
O  -5.551  -1.805  -2.661
H  -5.873  -1.023  -2.212
H  -4.703  -1.543  -3.020
O  3.748  0.094  -3.414
H  4.320  0.303  -2.675
H  2.961  -0.274  -3.012
O  -1.586  -5.396  -0.368
H  -2.078  -5.432  -1.188
H  -1.049  -4.607  -0.445
O  -0.187  5.214  0.659
H  -0.552  4.347  0.486
H  -0.509  5.758  -0.060
O  -1.938  -2.616  3.683
H  -1.589  -1.924  3.122
H  -2.630  -3.023  3.161
O  3.448  -0.362  2.869
H  2.624  -0.323  2.384
H  3.220  -0.077  3.754
O  1.290  5.678  -2.061
H  0.333  5.660  -2.064
H  1.548  4.801  -2.344
O  -3.331  -1.104  -4.106
H  -2.513  -1.429  -4.483
H  -3.293  -0.156  -4.232
O  -3.585  4.277  0.726
H  -3.025  3.565  0.415
H  -3.882  4.714  -0.071
O  1.339  -4.331  -2.192
H  1.545  -3.986  -1.323
H  1.464  -5.276  -2.112
O  -0.531  -1.014  -3.853
H  -0.631  -0.994  -2.902
H  -0.311  -1.924  -4.052
O  -2.017  1.540  -3.499
H  -1.136  1.305  -3.790
H  -1.905  1.805  -2.586
O  2.810  5.516  0.320
H  2.448  5.644  -0.557
H  2.136  5.021  0.787



2.
Here is a molecular structure, C13H6BBrCl5F4IrNS3 at a distorted geometry from OMol25. Energies are from the ωB97M-V functional and the def2-TZVPD basis.

Results
Expectation value of S² ... 1.034
Orbital gap (spin up / spin down) ... 5.78 / 6.80 eV
Total charge ... 0
Spin multiplicity ... 2
Lowest unoccupied orbital energy (spin up / spin down) ... -0.118 / -0.093 hartree
Energy ... -7152.063286 Eh
E_HOMO (spin up / spin down) ... -8.987 / -9.318 eV
Relative energy (zero: lowest compared OMol25 entry of this formula, charge and spin) ... 0.0 kJ/mol

Positions of all 35 atoms, in Å:
Ir  -0.579  -1.340  0.210
Cl  -3.264  -1.599  -0.230
C  -2.620  -1.443  -1.823
C  -1.229  -1.417  -1.895
C  -0.666  -1.309  -3.163
Cl  1.033  -1.278  -3.341
C  -1.465  -1.231  -4.312
Cl  -0.744  -1.120  -5.859
C  -2.855  -1.243  -4.193
Cl  -3.832  -1.139  -5.590
C  -3.452  -1.353  -2.931
Cl  -5.151  -1.386  -2.765
C  3.216  2.768  1.417
C  2.279  1.741  1.947
C  1.867  1.732  3.275
C  0.897  0.842  3.704
C  0.368  -0.011  2.759
Br  -1.097  -1.144  3.145
N  0.797  -0.070  1.505
C  1.724  0.784  1.100
H  3.685  3.321  2.226
H  2.647  3.460  0.799
H  3.978  2.316  0.788
H  2.270  2.452  3.971
H  0.524  0.842  4.715
H  2.000  0.732  0.057
S  2.268  -4.992  1.160
C  1.251  -3.821  0.548
S  1.834  -2.502  -0.365
S  -0.432  -3.830  0.879
F  -2.061  3.097  0.017
B  -1.054  2.315  0.454
F  -1.388  0.909  0.144
F  0.140  2.573  -0.173
F  -0.889  2.347  1.819



3.
Here is a molecular structure, C13H6F2N2PtSSe from OMol25. Energies are from the ωB97M-V functional and the def2-TZVPD basis.

Results
Expectation value of S² ... 3.776
Orbital gap (spin up / spin down) ... 6.05 / 5.12 eV
Total charge ... -1
Spin multiplicity ... 4
Lowest unoccupied orbital energy (spin up / spin down) ... 0.103 / 0.010 hartree
Energy ... -3727.156241 Eh
E_HOMO (spin up / spin down) ... -3.251 / -4.857 eV
Relative energy (zero: lowest compared OMol25 entry of this formula, charge and spin) ... 0.0 kJ/mol

Positions of all 26 atoms, in Å:
Pt  0.268  -1.680  0.574
F  5.145  -0.363  -0.968
C  3.887  0.070  -0.699
C  2.947  -0.804  -0.209
C  1.649  -0.335  0.063
C  1.310  1.023  -0.115
C  2.305  1.829  -0.684
F  2.035  3.098  -1.047
C  3.582  1.391  -0.966
C  -1.220  0.943  -0.007
C  -2.461  1.650  -0.032
C  -3.619  1.017  -0.354
C  -3.608  -0.361  -0.662
C  -2.406  -1.006  -0.588
N  -1.250  -0.394  -0.258
H  3.210  -1.842  -0.056
H  4.305  2.066  -1.400
H  -2.428  2.705  0.197
H  -4.547  1.576  -0.385
H  -4.505  -0.903  -0.923
H  -2.323  -2.069  -0.780
Se  -1.019  -5.220  3.765
C  -0.716  -3.975  2.527
N  -0.546  -3.163  1.703
S  0.002  3.118  1.051
C  0.002  1.629  0.255



4.
Here is a molecular structure, C13H7AsF6IrN2O7S from OMol25. Energies are from the ωB97M-V functional and the def2-TZVPD basis.

Results
Expectation value of S² ... 6.074
Orbital gap (spin up / spin down) ... 7.91 / 6.24 eV
Total charge ... +1
Spin multiplicity ... 5
Lowest unoccupied orbital energy (spin up / spin down) ... -0.190 / -0.285 hartree
Energy ... -4472.788738 Eh
E_HOMO (spin up / spin down) ... -13.089 / -13.997 eV
Relative energy (zero: lowest compared OMol25 entry of this formula, charge and spin) ... 0.0 kJ/mol

Positions of all 38 atoms, in Å:
Ir  0.806  -1.601  -0.525
O  0.433  -0.713  3.266
C  0.394  -0.476  2.099
O  0.003  -1.387  1.194
C  0.734  0.924  1.598
C  1.095  1.828  2.553
C  1.352  3.147  2.185
C  1.277  3.608  0.863
C  0.926  2.737  -0.110
C  0.618  1.338  0.201
O  0.263  0.541  -0.694
N  0.908  3.277  -1.509
O  0.503  2.562  -2.393
O  1.304  4.417  -1.637
N  1.727  4.120  3.244
O  1.834  5.276  2.897
O  1.860  3.676  4.361
H  1.167  1.526  3.589
H  1.505  4.635  0.622
F  1.930  -2.031  -2.102
As  3.780  -1.893  -1.266
F  4.108  -0.851  -2.536
F  4.152  -3.275  -2.134
F  5.180  -1.675  -0.383
F  2.987  -2.871  -0.070
F  2.908  -0.549  -0.436
S  -0.786  -3.200  -1.103
C  -2.360  -2.569  -1.061
C  -2.685  -1.210  -0.827
C  -4.001  -0.825  -0.833
C  -5.010  -1.766  -1.070
C  -4.699  -3.107  -1.308
C  -3.391  -3.515  -1.306
H  -1.901  -0.491  -0.661
H  -4.257  0.212  -0.660
H  -6.044  -1.448  -1.071
H  -5.489  -3.821  -1.495
H  -3.130  -4.551  -1.483



5.
Here is a molecular structure, C13H7AsNO10S6Tc from OMol25. Energies are from the ωB97M-V functional and the def2-TZVPD basis.

Results
Orbital gap (spin up / spin down) ... 3.98 / 3.98 eV
Total charge ... 0
Lowest unoccupied orbital energy (spin up / spin down) ... -0.157 / -0.157 hartree
Energy ... -6012.395933 Eh
E_HOMO (spin up / spin down) ... -8.258 / -8.258 eV
Relative energy (zero: lowest compared OMol25 entry of this formula, charge and spin) ... 8.3 kJ/mol

Positions of all 39 atoms, in Å:
Tc  -0.010  -0.509  0.268
O  -4.996  0.357  -4.509
C  -5.111  -0.338  -3.490
O  -6.040  -1.003  -3.014
C  -3.804  -0.419  -2.650
C  -2.688  0.331  -3.005
C  -1.545  0.266  -2.242
N  -1.492  -0.524  -1.160
C  -2.561  -1.266  -0.802
C  -3.730  -1.233  -1.517
C  -2.357  -2.056  0.448
O  -3.153  -2.761  0.978
O  -1.090  -1.900  0.951
H  -2.756  0.953  -3.888
H  -0.649  0.831  -2.466
H  -4.597  -1.808  -1.219
O  -1.966  1.094  3.230
S  -0.919  1.159  2.285
O  0.091  0.035  2.302
O  -1.324  1.099  0.847
C  0.086  2.565  2.634
C  -0.455  3.512  3.482
C  0.319  4.583  3.916
C  1.636  4.686  3.519
C  2.187  3.743  2.656
C  1.421  2.681  2.208
S  2.211  1.686  0.961
O  2.725  0.365  1.662
O  3.321  2.426  0.500
O  1.184  1.285  0.002
H  -1.475  3.392  3.820
H  -0.115  5.322  4.575
H  2.249  5.508  3.863
H  3.206  3.847  2.315
S  3.600  -3.730  -0.714
As  3.157  -1.765  -0.877
S  0.924  -1.500  -1.475
S  2.124  -1.186  1.259
S  4.149  -0.120  -1.516



6.
Here is C13H7Br2NO3 in the gas phase at a distorted geometry from OMol25. Energies are from the ωB97M-V functional and the def2-TZVPD basis.

Results
Orbital gap ... 7.73 eV
Total charge ... 0
Lowest unoccupied orbital energy ... -0.036 hartree
Energy ... -5928.023203 Eh
E_HOMO ... -8.717 eV
Relative energy (zero: lowest compared OMol25 entry of this formula, charge and spin) ... 0.0 kJ/mol

Positions of all 26 atoms, in Å:
O  -3.849  -0.740  3.880
O  -3.477  1.408  3.758
Br  3.135  -2.797  -3.039
Br  2.232  2.915  -2.467
O  3.201  0.313  -3.771
C  -0.960  -1.540  1.003
C  1.315  -1.523  -1.209
C  -1.939  -1.296  1.968
C  -1.654  1.070  1.660
C  2.235  -1.281  -2.226
C  1.886  1.121  -1.963
C  2.476  0.033  -2.673
C  -0.325  -0.429  0.402
C  0.728  -0.426  -0.573
C  -2.292  0.013  2.341
C  -0.656  0.870  0.717
C  1.021  0.900  -0.910
N  -3.268  0.256  3.374
C  0.200  1.824  -0.072
H  3.465  -0.535  -4.192
H  -0.660  -2.529  0.735
H  1.103  -2.513  -0.900
H  -2.375  -2.159  2.485
H  -1.915  2.084  1.878
H  0.804  2.507  0.528
H  -0.433  2.454  -0.733